# 1
71
Properties=species:S:1:pos:R:3 method="wB97M-V/def2-TZVPD" total_charge=-1
N -0.61519 -1.06482 0.87927
O -0.92392 -0.37667 -0.15225
O -0.62362 -2.32548 0.79328
O -0.23236 -0.49364 1.92027
O 3.40183 -0.35665 3.16134
S 4.46145 -0.52778 2.19516
O 5.79777 -0.86918 2.60820
O 3.94994 -1.59563 1.08967
C 2.58531 -1.46512 0.64972
C 2.44881 -2.02457 -0.74558
C 4.48555 1.01026 1.20835
H 2.27574 -0.41884 0.70158
H 1.89055 -2.00763 1.29435
H 2.80947 -3.04677 -0.86899
H 3.09209 -1.45167 -1.41639
H 1.39570 -1.90475 -0.99456
H 3.49348 1.45452 1.19935
H 4.77353 0.78010 0.18467
H 5.18082 1.69592 1.68562
O -3.06402 -4.20338 -3.80918
S -2.25316 -4.67441 -2.71475
O -2.81077 -5.07008 -1.44560
O -1.40464 -5.93671 -3.30343
C -1.14800 -7.07037 -2.44486
C -1.85235 -8.28650 -3.01460
C -0.97078 -3.39736 -2.41433
H -1.49661 -6.85706 -1.43540
H -0.06890 -7.22483 -2.45521
H -1.30876 -9.12580 -2.56456
H -1.77036 -8.37534 -4.09600
H -2.90818 -8.33343 -2.75429
H -0.08797 -3.94006 -2.08177
H -1.29097 -2.77680 -1.57505
H -0.84796 -2.87461 -3.35535
O -1.32743 3.13592 -0.56188
S -2.28385 3.20884 0.51387
O -1.87282 3.39645 1.87875
O -3.29198 4.42507 0.15738
C -4.21178 4.81278 1.19010
C -4.66553 6.22678 0.92284
C -3.42653 1.79757 0.44110
H -3.68952 4.76301 2.14293
H -5.08891 4.16192 1.22387
H -5.27456 6.33470 0.02648
H -3.76850 6.84260 0.83956
H -5.26234 6.58429 1.76284
H -3.03075 1.13635 -0.32671
H -4.46555 2.09542 0.33077
H -3.39390 1.26433 1.39116
N 2.00549 0.00242 -3.33173
C 0.87361 0.65992 -3.08575
C 0.65561 1.91818 -3.62264
C 1.66359 2.48592 -4.38541
C 2.77792 1.73764 -4.73346
C 2.99282 0.53948 -4.05529
H 0.15861 0.22834 -2.39269
H -0.17704 2.55843 -3.35967
H 1.62467 3.52704 -4.68243
H 3.46653 2.14597 -5.46390
H 3.86409 -0.09562 -4.13648
N 1.07606 0.92736 4.72936
C 0.64826 1.76133 3.78978
C 0.51230 3.14104 3.97969
C 0.69113 3.64954 5.25280
C 0.96749 2.75734 6.27487
C 1.22112 1.43706 5.97112
H 0.34226 1.40698 2.81105
H 0.02474 3.71118 3.19901
H 0.58672 4.71570 5.41434
H 1.24489 3.06782 7.27747
H 1.46957 0.66606 6.68822



# 2
60
Properties=species:S:1:pos:R:3 method="wB97M-V/def2-TZVPD" de_lowest_kcal_mol=0.7 total_charge=+2
Sc 0.68572 0.08028 0.50269
N 0.38537 3.30404 -2.52915
C 0.22066 2.46297 -1.51634
S 0.81625 0.80896 -1.76053
N -0.32455 2.90683 -0.40915
N -0.40670 1.94747 0.54198
C -1.11890 2.17594 1.58734
C -1.27474 1.09306 2.56199
C -2.06862 1.22658 3.68431
C -2.22588 0.13493 4.53066
C -1.58286 -1.05566 4.23093
C -0.79448 -1.11264 3.09644
N -0.63271 -0.06864 2.27208
H 0.76056 2.99338 -3.40762
H 0.03392 4.24725 -2.45088
H -1.63512 3.12270 1.71268
H -2.56834 2.16445 3.88422
H -2.85012 0.21499 5.41053
H -1.68818 -1.92923 4.85753
H -0.27416 -2.02806 2.83721
C 3.48284 1.77502 3.97944
C 3.87896 0.43546 3.35855
C 2.99051 -0.66091 3.94494
C 5.35130 0.14441 3.63730
Sb 3.42911 0.59027 1.22623
C 4.39350 2.37301 0.40262
C 3.41158 3.51438 0.67417
C 5.73236 2.62805 1.08763
C 4.59098 2.22090 -1.10164
C 3.84473 -1.33037 0.21990
C 4.35255 -1.13481 -1.20472
C 2.44614 -1.97965 0.14662
C 4.79311 -2.25133 0.97537
H 3.61170 1.71205 5.06356
H 2.43589 2.02638 3.78617
H 4.10611 2.59672 3.62896
H 3.17912 -0.73090 5.02002
H 3.18742 -1.64625 3.52173
H 1.93048 -0.42259 3.82155
H 5.49658 0.11669 4.72118
H 6.00870 0.91710 3.24070
H 5.67105 -0.81572 3.24389
H 3.19429 3.64650 1.73476
H 2.46734 3.37368 0.14172
H 3.85689 4.44597 0.31453
H 5.62464 2.82225 2.15449
H 6.18465 3.51759 0.64076
H 6.43162 1.80149 0.95137
H 3.66678 1.95513 -1.61859
H 5.35637 1.48874 -1.34907
H 4.92345 3.18541 -1.49567
H 3.72791 -0.45630 -1.78418
H 4.36054 -2.10241 -1.71615
H 5.37490 -0.75802 -1.21079
H 1.83112 -1.49016 -0.63829
H 1.93382 -2.01324 1.12865
H 2.50187 -3.01884 -0.19037
H 5.78968 -1.81813 1.04429
H 4.88422 -3.19238 0.42432
H 4.45166 -2.49342 1.97936



# 3
60
Properties=species:S:1:pos:R:3 method="wB97M-V/def2-TZVPD" de_lowest_kcal_mol=41.7 total_charge=+1
Tl -0.15568 -0.36674 -0.10944
C 1.13072 -7.23144 -0.10944
O 2.42022 -6.63204 -0.10944
C 2.44082 -5.26164 -0.10944
C 3.70842 -4.69534 -0.10944
C 3.85512 -3.30834 -0.10944
C 2.72512 -2.47004 -0.10944
C 2.83812 -0.96854 -0.10944
C 4.18012 -0.28134 -0.10944
O 1.82102 -0.27224 -0.10944
C 1.41102 -3.00554 -0.10944
O 0.36472 -2.27424 -0.10944
C 1.32372 -4.41804 -0.10944
H 1.26922 -8.31704 -0.10944
H 0.57142 -6.97074 -1.01424
H 0.57142 -6.97074 0.79536
H 4.58531 -5.33414 -0.10944
H 4.86241 -2.91764 -0.10944
H 5.03782 -0.94814 -0.10934
H 4.24852 0.34726 0.78356
H 4.24852 0.34726 -1.00244
H 0.31692 -4.82964 -0.10944
C -3.91078 3.41526 -0.53744
C -2.51238 2.85436 -0.72194
P -2.22658 1.13846 -0.10944
C -2.82818 1.26466 1.62616
C -2.41858 0.07816 2.48186
C -3.58628 0.22046 -0.94524
C -3.41028 -1.28704 -0.87894
H -3.95668 4.43396 -0.93744
H -4.19629 3.46616 0.51756
H -4.66328 2.82306 -1.06694
H -1.79788 3.51556 -0.21874
H -2.26048 2.87826 -1.78824
H -3.91648 1.37906 1.65746
H -2.39778 2.16786 2.07346
H -2.88248 -0.85114 2.14086
H -2.73238 0.23976 3.51856
H -1.33238 -0.06444 2.48046
H -3.59858 0.51266 -2.00154
H -4.56008 0.49326 -0.52614
H -2.44688 -1.59954 -1.29634
H -4.19958 -1.78054 -1.45584
H -3.47238 -1.66084 0.14646
C 0.91512 3.48696 1.78186
N 1.12992 3.72986 0.36536
C 1.59602 5.04306 -0.04594
C 0.87322 2.68276 -0.50644
C 1.08622 2.90196 -1.98554
O 0.47812 1.58396 -0.10944
H 1.14522 4.37156 2.38076
H 1.55472 2.65846 2.10226
H -0.13078 3.20606 1.94066
H 1.72892 5.70566 0.81316
H 0.86172 5.48576 -0.72514
H 2.55402 4.93596 -0.56294
H 1.43552 3.89996 -2.24594
H 0.13782 2.73026 -2.50314
H 1.82832 2.18106 -2.34104
H -1.66218 -1.46174 -0.10944



Number 1: HOMO level -5.54 eV, frontier orbital gap 7.83 eV. Number 2: HOMO level -14.69 eV, frontier orbital gap 7.31 eV. Number 3: HOMO level -9.71 eV, frontier orbital gap 7.05 eV.